55
Properties=species:S:1:pos:R:3:forces:R:3 method="wB97M-V/def2-TZVPD" orbital_gap_ev=5.94 charge=-2 multiplicity=1 homo_ha=-0.066
O -2.5159 3.8611 0.8808 1.3 -1.8 -3.2
C -2.5459 3.1061 -0.1391 -6.7 -1.8 2.1
O -3.6779 2.3609 -0.4862 5.6 2.9 0.8
S -1.1172 2.9592 -1.3781 0.8 3.9 -3.2
O 0.0265 3.8113 -0.9158 -1.6 -2.4 0.0
O -1.6561 3.6164 -2.6588 0.6 -2.3 2.8
N -0.8647 1.3372 -1.7238 2.5 0.2 0.8
S 0.5390 0.5946 -1.2363 -1.0 -1.2 4.7
O 1.5907 1.3627 -0.4980 -1.5 -0.7 -2.3
O 0.1739 -0.6154 -0.3532 0.6 2.2 -3.0
H 1.1496 0.0128 -2.3706 -0.8 0.8 0.7
C -2.6046 -2.5853 -1.3035 -0.1 -0.1 0.0
C -3.5997 -1.7148 -2.0630 0.3 0.1 0.2
N -3.9068 -2.1925 -3.4101 -0.2 -0.2 -0.5
C -4.6570 -1.2239 -4.2072 0.4 0.3 0.1
C -6.0651 -0.8574 -3.7418 -0.3 0.0 -0.1
C -4.3777 -3.5695 -3.5097 0.3 0.1 0.1
C -5.6464 -3.9418 -2.7410 -0.2 -0.4 0.0
H -1.6664 -2.6879 -1.8550 -0.1 0.1 0.1
H -2.3761 -2.1282 -0.3373 0.0 0.1 -0.2
H -3.0028 -3.5856 -1.1025 0.0 0.0 0.0
H -3.1511 -0.7178 -2.1386 -0.2 0.0 -0.1
H -4.5040 -1.6033 -1.4527 -0.1 0.1 0.1
H -4.7057 -1.5705 -5.2456 0.0 -0.2 0.1
H -4.0653 -0.3010 -4.2495 0.0 -0.2 0.2
H -6.7845 -1.6447 -3.9764 0.0 0.0 0.1
H -6.4011 0.0443 -4.2609 0.0 0.0 0.0
H -6.1107 -0.6494 -2.6710 0.1 0.0 -0.1
H -3.5719 -4.2339 -3.1789 0.0 0.2 0.1
H -4.5184 -3.8289 -4.5659 0.0 0.2 0.0
H -5.6661 -3.5229 -1.7335 0.1 0.1 -0.1
H -5.7047 -5.0316 -2.6372 0.0 0.0 0.0
H -6.5449 -3.6278 -3.2713 0.0 0.1 0.1
C 7.0262 1.6640 4.7228 0.0 0.1 0.0
C 6.2436 0.9296 3.6385 -0.1 0.1 0.1
N 4.8359 0.7250 3.9556 -0.1 -0.2 0.3
C 4.1625 -0.1895 3.0318 0.2 -0.3 -0.1
C 4.0320 0.2427 1.5734 -0.2 0.1 -0.1
C 4.0749 1.9241 4.2997 0.2 0.2 0.2
C 4.0096 3.0433 3.2604 -0.2 0.2 0.0
H 6.9588 1.1418 5.6814 -0.1 0.0 -0.1
H 8.0831 1.7195 4.4439 -0.1 0.0 0.0
H 6.6744 2.6902 4.8583 0.0 -0.1 0.0
H 6.7201 -0.0499 3.5140 -0.3 0.0 -0.1
H 6.3767 1.4631 2.6894 0.1 0.1 -0.1
H 3.1677 -0.4283 3.4205 0.1 0.2 0.1
H 4.7064 -1.1439 3.0545 0.1 0.1 0.1
H 3.2489 0.9897 1.4435 0.1 -0.1 -0.2
H 3.7538 -0.6165 0.9585 -0.1 0.1 0.0
H 4.9660 0.6408 1.1690 0.0 0.0 0.1
H 4.4887 2.3414 5.2250 0.1 -0.1 0.0
H 3.0531 1.6384 4.5721 0.1 -0.2 -0.2
H 4.9739 3.2338 2.7850 0.0 -0.1 0.0
H 3.7014 3.9755 3.7463 0.0 -0.1 0.0
H 3.2714 2.8327 2.4881 0.1 0.0 -0.1

=====

18
Properties=species:S:1:pos:R:3:forces:R:3 method="wB97M-V/def2-TZVPD" orbital_gap_ev=8.38 relative_energy_ev=1.2602 multiplicity=1 homo_ha=-0.270
C 3.0532 0.1536 0.8328 -0.8 0.1 0.2
C 1.5626 -0.0868 0.7743 -0.1 0.0 0.0
C 0.7459 0.4400 -0.1306 -0.4 0.9 0.4
C -0.6935 0.1625 -0.2300 -0.8 0.1 -0.2
C -1.6055 0.0183 0.9676 0.0 -0.4 -0.6
C -1.2151 0.0145 -1.4600 0.5 0.3 0.3
N -2.4725 -0.4715 -1.7821 0.2 0.7 0.1
H 3.4032 -0.1672 1.8092 0.4 0.0 -0.1
H 3.2500 1.2150 0.7155 0.2 0.2 0.0
H 3.5722 -0.3643 0.0263 0.1 -0.2 0.2
H 1.1043 -0.7228 1.5330 0.3 -0.2 -0.2
H 1.0732 1.2579 -0.7749 0.4 -0.5 -0.3
H -1.7085 -1.0242 1.2493 0.2 -0.2 0.6
H -2.6194 0.3214 0.7028 0.0 0.2 -0.1
H -1.3139 0.6569 1.7916 0.3 -0.2 0.3
H -0.6294 0.4019 -2.2851 0.1 -0.5 -0.3
H -2.5392 -0.8716 -2.6992 -0.3 -0.1 0.1
H -2.9677 -0.9338 -1.0406 -0.1 -0.3 -0.2

=====

11
Properties=species:S:1:pos:R:3:forces:R:3 method="wB97M-V/def2-TZVPD" orbital_gap_ev=8.39 relative_energy_ev=0.2288 charge=+2 multiplicity=1 homo_ha=-0.796
C 0.2488 0.1188 -1.3376 0.2 0.8 -0.8
C -0.7991 -1.4825 -0.3090 0.0 0.2 0.7
C 0.0828 0.5343 0.1514 1.6 -1.0 -0.3
N -0.4065 -0.9433 -1.5237 -0.2 -1.9 -0.5
N -0.4057 -0.6616 0.6947 -1.2 -1.2 0.0
N 0.5762 1.5165 0.7880 0.7 1.9 -2.4
H 0.9702 0.4762 -2.1341 -1.0 0.3 1.1
H -1.3204 -2.5281 -0.1169 1.0 2.2 -0.6
H -0.5654 -0.9907 1.6530 0.1 0.8 0.1
H 1.0006 2.4447 0.3687 -1.0 -2.3 0.4
H 0.6184 1.5157 1.7655 -0.1 0.0 2.3

=====

What did the second record say?
18
Properties=species:S:1:pos:R:3:forces:R:3 method="wB97M-V/def2-TZVPD" orbital_gap_ev=8.38 relative_energy_ev=1.2602 multiplicity=1 homo_ha=-0.270
C 3.0532 0.1536 0.8328 -0.8 0.1 0.2
C 1.5626 -0.0868 0.7743 -0.1 0.0 0.0
C 0.7459 0.4400 -0.1306 -0.4 0.9 0.4
C -0.6935 0.1625 -0.2300 -0.8 0.1 -0.2
C -1.6055 0.0183 0.9676 0.0 -0.4 -0.6
C -1.2151 0.0145 -1.4600 0.5 0.3 0.3
N -2.4725 -0.4715 -1.7821 0.2 0.7 0.1
H 3.4032 -0.1672 1.8092 0.4 0.0 -0.1
H 3.2500 1.2150 0.7155 0.2 0.2 0.0
H 3.5722 -0.3643 0.0263 0.1 -0.2 0.2
H 1.1043 -0.7228 1.5330 0.3 -0.2 -0.2
H 1.0732 1.2579 -0.7749 0.4 -0.5 -0.3
H -1.7085 -1.0242 1.2493 0.2 -0.2 0.6
H -2.6194 0.3214 0.7028 0.0 0.2 -0.1
H -1.3139 0.6569 1.7916 0.3 -0.2 0.3
H -0.6294 0.4019 -2.2851 0.1 -0.5 -0.3
H -2.5392 -0.8716 -2.6992 -0.3 -0.1 0.1
H -2.9677 -0.9338 -1.0406 -0.1 -0.3 -0.2